No. 1
106
Properties=species:S:1:pos:R:3:mulliken_charge:R:1 method="wB97M-V/def2-TZVPD" total_charge=+1 energy_ha=-11317.252280 lumo_energy_ev=-2.20
C 2.5940 -4.6309 -0.2731 -0.789
C 1.1717 -5.2338 -0.1519 -0.665
C 0.0914 -4.4689 -0.9374 -0.579
C -0.8344 -3.5989 -0.0606 -0.617
N -0.9452 -2.2509 -0.6155 0.735
C -2.0539 -1.4195 -0.2318 -2.420
C -2.0725 -0.8007 1.1783 -0.762
N -1.8476 -1.7372 2.2643 -0.019
C -3.0610 -2.4969 2.6010 -0.202
C -3.9604 -1.7826 3.6149 -1.046
C -1.0412 0.3442 1.0917 -0.328
C 0.3365 -0.2018 1.5316 -0.471
C 1.7415 0.4355 1.3280 -0.742
C 2.7831 -0.4718 0.6291 -0.959
C 3.1213 -0.1839 -0.8327 1.145
O 4.5177 -0.2915 -1.0009 -0.393
C 4.9642 -0.0357 -2.3230 -0.402
N -1.3900 0.8873 -0.3264 0.845
C -0.2686 1.7357 -0.8675 -1.060
C -0.6649 2.7202 -1.9354 0.351
C 0.5531 3.5136 -2.4217 -1.038
C 0.9228 4.6436 -1.4612 -0.758
S 2.5813 5.2289 -1.5725 0.993
O 2.8109 6.1493 -0.4969 -0.552
O 2.8352 5.5627 -2.9485 -0.545
Cl 3.6345 3.5489 -1.1519 -0.032
C -2.2297 -0.1405 -1.1418 1.090
C -3.7604 0.1410 -0.9877 -2.036
C -4.3137 1.5586 -0.9537 -0.067
C -3.9778 2.5441 -2.0509 -1.095
F -3.9158 2.1004 0.2940 -0.354
C -1.8885 -0.5831 -2.6024 -1.266
Br -0.0019 -0.6324 -3.0517 0.007
C -2.6736 -0.0015 -3.8097 -0.053
C -2.1471 1.1465 -4.6563 -1.353
Br -2.8787 -1.5305 -5.0505 -0.061
H 3.3278 -5.3897 -0.5510 0.412
H 2.9313 -4.1921 0.6692 0.256
H 2.6408 -3.8499 -1.0382 -0.053
H 1.2111 -6.2574 -0.5330 0.452
H 0.9083 -5.2899 0.9061 0.358
H -0.4944 -5.1486 -1.5616 0.442
H 0.5839 -3.7871 -1.6425 0.294
H -0.4118 -3.5694 0.9498 0.293
H -1.8436 -4.0133 0.0065 0.364
H -0.0556 -1.7860 -0.6943 -0.454
H -2.9280 -2.0668 -0.3779 1.402
H -3.0200 -0.2718 1.3581 0.593
H -1.6007 -1.1984 3.0875 0.269
H -2.7717 -3.4817 2.9770 0.483
H -3.6287 -2.6881 1.6834 0.273
H -4.4819 -2.4944 4.2588 0.444
H -4.7097 -1.1446 3.1382 0.263
H -3.3587 -1.1415 4.2658 -0.008
H -1.3515 1.1403 1.7746 0.207
H 0.4105 -1.2639 1.2907 0.216
H 0.1807 -0.2152 2.6175 0.343
H 1.7409 1.4090 0.8423 0.301
H 2.1524 0.6152 2.3243 0.507
H 2.4878 -1.5222 0.7213 -0.172
H 3.7290 -0.3761 1.1713 0.642
H 2.6375 -0.9156 -1.4913 0.179
H 2.8042 0.8256 -1.1332 -0.787
H 5.3973 -0.9432 -2.7460 -0.169
H 4.1423 0.2990 -2.9651 0.295
H 5.7304 0.7430 -2.2972 0.288
H -2.0775 1.6120 -0.0972 0.951
H 0.5836 1.1263 -1.1391 -0.063
H 0.0359 2.2912 0.0273 1.142
H -1.4166 3.4192 -1.5553 0.440
H -1.0352 2.1652 -2.7945 -0.994
H 0.3539 3.9296 -3.4097 0.492
H 1.3992 2.8261 -2.5448 0.346
H 0.3787 5.5556 -1.7392 0.412
H 0.6845 4.4465 -0.4125 0.350
H -4.0942 -0.2873 -0.0456 0.470
H -4.3080 -0.4261 -1.7467 0.761
H -5.4031 1.4676 -0.9193 0.555
H -4.7460 2.4822 -2.8286 0.344
H -3.0213 2.3682 -2.5260 -0.204
H -4.0332 3.5596 -1.6518 0.380
H -2.1415 -1.6444 -2.5689 1.355
H -3.7099 0.1920 -3.5418 0.442
H -2.7551 1.2093 -5.5625 0.566
H -1.1159 1.0018 -4.9733 0.323
H -2.2486 2.1207 -4.1764 0.409
C -4.6630 0.5279 7.1552 -0.268
Cl -3.1061 -0.1498 6.6659 -0.121
Cl -5.7880 0.6950 5.8015 -0.156
H -5.1058 -0.1296 7.8928 0.321
H -4.4829 1.5129 7.5697 0.235
C -0.4399 2.7057 5.6602 -0.421
Cl -1.7311 2.9873 6.8244 -0.128
Cl -0.7358 1.2959 4.6099 -0.014
H -0.3564 3.5776 5.0238 0.270
H 0.4817 2.5260 6.1996 0.331
C 6.7409 -3.8063 -3.3885 -0.372
Cl 5.1153 -4.0853 -2.7477 -0.080
Cl 7.5567 -2.4656 -2.5745 -0.133
H 7.3274 -4.7045 -3.2410 0.321
H 6.6546 -3.5655 -4.4409 0.290
C 6.0703 2.3554 1.7717 -0.031
Cl 4.4670 2.9433 2.2570 -0.132
Cl 7.0898 1.9829 3.1598 -0.162
H 5.9356 1.4546 1.1869 0.011
H 6.5480 3.1343 1.1893 0.326

---

No. 2
103
Properties=species:S:1:pos:R:3:mulliken_charge:R:1 method="wB97M-V/def2-TZVPD" energy_ha=-5284.454987 smiles="C#CC[C@@]1(CC(=O)Br)NC(=O)[C@@](F)(C(F)(F)F)[C@]1(Cl)CN.CC(C)O.CC(C)O.CC(C)O.CC(C)O.CC(C)O.CC(C)O" lumo_energy_ev=-0.23
C -7.2618 -2.6434 6.0483 -0.485
C -6.3808 -2.2194 5.0150 -0.344
C -5.0461 -2.2066 4.0180 -0.039
C -3.6601 -1.7555 4.8388 0.358
C -3.8013 -0.7830 6.1465 -0.774
C -4.6743 0.5808 5.9343 0.298
O -4.8999 1.3288 7.0510 -0.572
Br -5.4074 1.3092 4.2261 -0.023
N -3.3229 -3.1029 5.5135 -0.265
C -2.3472 -3.9373 4.7131 -0.304
O -2.3686 -5.2429 4.4338 -0.586
C -1.2194 -2.7709 4.3184 1.155
F -0.4963 -2.6569 5.6379 -0.375
C -0.1253 -3.3149 3.2272 0.684
F 0.5464 -4.5043 3.8737 -0.274
F 0.9851 -2.3569 2.9341 -0.259
F -0.7127 -3.8369 1.9617 -0.204
C -2.2720 -1.5782 3.9215 -0.034
Cl -2.6799 -1.2932 2.1075 0.028
C -1.3412 -0.2234 4.2253 -1.099
N -2.0365 1.0733 3.8777 -0.142
H -8.0130 -2.8510 6.9524 0.336
H -4.8698 -3.2376 3.4893 0.513
H -5.3143 -1.4302 3.1583 0.206
H -2.7715 -0.4692 6.6222 0.284
H -4.3621 -1.4229 6.9830 0.415
H -4.1369 -3.7368 5.6827 0.399
H -0.3644 -0.2679 3.5403 0.363
H -1.0118 -0.1598 5.3642 0.229
H -2.3360 1.5842 4.7401 0.240
H -1.3393 1.6994 3.3929 0.210
C 5.6120 -3.1073 2.6067 -1.314
C 5.0446 -2.4288 1.3702 0.378
C 4.9409 -0.9240 1.5619 -0.815
O 3.7517 -2.9596 1.0915 -0.489
H 4.9661 -2.9409 3.4762 0.309
H 5.6694 -4.1910 2.4589 0.324
H 6.6136 -2.7317 2.8386 0.372
H 5.6816 -2.6465 0.5059 0.318
H 4.2712 -0.6804 2.3944 0.336
H 4.5195 -0.4505 0.6688 -0.058
H 5.9223 -0.4830 1.7625 0.390
H 3.1793 -2.7708 1.8537 0.275
C -4.4071 -2.5331 -2.1088 -1.332
C -5.2145 -1.9227 -0.9744 0.518
C -6.4823 -1.2605 -1.4902 -1.353
O -4.4186 -0.9545 -0.2959 -0.389
H -4.0960 -1.7651 -2.8260 0.334
H -3.4916 -2.9952 -1.7242 0.301
H -4.9867 -3.2938 -2.6411 0.397
H -5.4748 -2.7002 -0.2480 0.253
H -6.2447 -0.4474 -2.1855 0.340
H -7.0470 -0.8148 -0.6644 0.321
H -7.1241 -1.9830 -2.0039 0.389
H -4.1827 -0.2601 -0.9334 0.261
C 5.0244 1.0508 -3.5583 -1.068
C 4.3096 1.7953 -2.4420 0.505
C 5.2569 2.1218 -1.2984 -1.280
O 3.2364 0.9954 -1.9525 -0.521
H 5.4287 0.0981 -3.1979 0.390
H 4.3278 0.8115 -4.3689 0.128
H 5.8463 1.6467 -3.9672 0.392
H 3.8754 2.7207 -2.8359 0.242
H 5.6694 1.2071 -0.8579 0.209
H 4.7260 2.6466 -0.4969 0.329
H 6.0858 2.7499 -1.6394 0.399
H 3.6127 0.1714 -1.6007 0.260
C -2.3588 4.3901 1.2204 -1.316
C -3.6117 3.6531 1.6660 0.631
C -4.8577 4.2365 1.0188 -1.353
O -3.7314 3.7394 3.0836 -0.442
H -2.4022 5.4466 1.5083 0.344
H -1.4714 3.9674 1.7036 0.286
H -2.2297 4.3288 0.1353 0.378
H -3.5257 2.5918 1.4084 0.173
H -4.9896 5.2875 1.2996 0.356
H -5.7527 3.7043 1.3582 0.277
H -4.8035 4.1706 -0.0723 0.379
H -3.8083 4.6785 3.3215 0.297
C 6.5227 4.2310 -7.3836 -1.341
C 5.2698 3.4940 -6.9379 0.511
C 4.0238 4.0774 -7.5852 -1.345
O 5.1501 3.5803 -5.5204 -0.443
H 6.4793 5.2874 -7.0956 0.335
H 7.4101 3.8083 -6.9004 0.326
H 6.6518 4.1696 -8.4687 0.378
H 5.3558 2.4327 -7.1955 0.255
H 3.8919 5.1284 -7.3044 0.354
H 3.1288 3.5452 -7.2457 0.316
H 4.0780 4.0115 -8.6763 0.384
H 5.0732 4.5193 -5.2825 0.290
C 1.8524 -1.0558 -5.5354 -1.276
C 1.9174 -2.0326 -4.3722 0.411
C 0.6757 -1.9390 -3.4997 -1.259
O 3.0709 -1.7519 -3.5836 -0.522
H 1.7928 -0.0222 -5.1764 0.274
H 2.7579 -1.1256 -6.1475 0.310
H 0.9838 -1.2557 -6.1706 0.424
H 2.0224 -3.0538 -4.7545 0.320
H 0.5744 -0.9366 -3.0685 0.272
H 0.7419 -2.6387 -2.6598 0.302
H -0.2282 -2.1653 -4.0739 0.401
H 2.9863 -0.8469 -3.2399 0.323

---

No. 3
117
Properties=species:S:1:pos:R:3:mulliken_charge:R:1 method="wB97M-V/def2-TZVPD" total_charge=-1 energy_ha=-6064.153108 lumo_energy_ev=1.33
Pb 1.1599 0.1257 0.1806 3.041
Li -1.6251 1.9169 -0.9882 0.557
Li 1.5373 -1.9525 3.1536 0.691
Ca -1.4728 1.2202 2.8190 1.083
Cl -0.3540 0.4834 -2.3059 -1.118
C 4.8793 -0.7606 3.4975 -1.883
C 4.8396 -2.1016 2.8152 1.375
C 5.3891 -3.0395 3.8731 -1.327
C 5.0831 -4.5245 3.5962 -0.784
C 3.6526 -4.7854 3.2524 -1.189
C 3.2331 -3.9869 1.9622 1.671
N 3.5017 -2.5286 2.3220 -0.519
O 2.8545 -1.5511 1.4441 0.751
C 1.6832 -4.2165 1.8489 -2.408
C 3.9416 -4.5745 0.7221 -1.674
C 5.9135 -2.1093 1.6105 -1.600
H 4.5691 0.0887 2.8888 0.035
H 5.9299 -0.5002 3.6260 0.536
H 4.3751 -0.6243 4.4542 0.402
H 4.8558 -2.8133 4.7964 0.371
H 6.3953 -2.8902 4.2648 0.444
H 5.4176 -5.0973 4.4612 0.512
H 5.8204 -4.9485 2.9143 0.290
H 2.9869 -4.5716 4.0885 0.247
H 3.5105 -5.8590 3.1286 0.428
H 1.0927 -4.0214 2.7441 0.640
H 1.5170 -5.2935 1.8271 0.656
H 1.2639 -3.6244 1.0354 0.192
H 4.1022 -3.7968 -0.0246 0.271
H 3.4933 -5.5053 0.3745 0.392
H 4.9353 -4.9948 0.8770 0.368
H 5.5778 -1.4495 0.8106 0.216
H 6.0586 -3.0957 1.1699 0.336
H 6.9268 -1.8636 1.9282 0.448
C -4.2330 -0.6705 -2.2123 -1.557
C -4.8414 0.7221 -2.7229 1.628
C -6.2734 0.3193 -3.2950 -1.474
C -6.9559 1.6057 -3.8798 -0.773
C -7.0357 2.6767 -2.7564 -1.095
C -5.8058 2.9579 -1.8177 1.387
N -4.9040 1.7632 -1.6251 0.169
O -3.7236 2.0318 -0.9122 -0.482
C -6.2948 3.5911 -0.4901 -1.587
C -4.8923 4.0273 -2.5563 -1.509
C -3.9347 1.1612 -3.8967 -1.670
H -4.1643 -1.3234 -3.0824 0.495
H -4.8889 -1.2427 -1.5563 0.458
H -3.2445 -0.6983 -1.7539 -0.134
H -6.9170 -0.1120 -2.5283 0.451
H -6.1593 -0.5276 -3.9716 0.443
H -7.9558 1.4486 -4.2843 0.453
H -6.3686 1.8521 -4.7644 0.332
H -7.7489 2.1951 -2.0874 0.351
H -7.5392 3.5566 -3.1569 0.335
H -6.5871 4.6301 -0.6419 0.384
H -5.5696 3.8525 0.2805 0.237
H -7.0967 2.9755 -0.0826 0.344
H -4.5626 3.6149 -3.5099 0.267
H -3.9942 4.3571 -2.0341 0.137
H -5.5275 4.9123 -2.5209 0.508
H -4.0733 2.0295 -4.5409 0.312
H -3.7798 0.3305 -4.5852 0.454
H -2.9852 1.4787 -3.4657 0.198
O -0.2075 -0.7898 2.3213 -0.447
C -1.1477 -1.7594 2.0217 -0.752
C -2.3651 -1.3662 1.0868 0.573
O -3.1422 -0.1797 1.5061 -0.887
H -1.5066 -2.1766 2.9626 0.163
H -0.6742 -2.6017 1.5173 -0.031
H -2.9925 -2.2167 0.8200 0.434
H -1.7814 -1.1079 0.2033 -0.597
O -0.5240 2.1146 0.7436 0.675
C -0.4772 3.5623 0.9229 -0.682
C -1.4563 4.3179 1.8916 -0.627
O -1.9258 3.6007 3.0552 -0.916
H -0.4244 3.9372 -0.0992 0.436
H 0.4677 3.8993 1.3492 -0.068
H -2.3948 4.5089 1.3713 0.130
H -1.0118 5.2567 2.2221 0.341
C -0.7139 -3.0414 -3.7463 -0.005
C -1.3365 -3.3282 -2.3398 0.418
O -0.3785 -3.7776 -1.3738 -0.310
S 1.1228 -3.4687 -1.9343 0.542
O 1.9635 -4.6885 -1.8227 -0.597
O 1.6666 -2.2474 -1.3385 -0.331
O 0.6284 -3.3640 -3.5237 -0.350
H -0.7638 -1.9885 -4.0235 -0.163
H -1.1513 -3.6396 -4.5457 0.346
H -2.1770 -4.0210 -2.3805 0.322
H -1.6629 -2.3579 -1.9654 -0.355
C 0.4425 2.5536 5.2603 -0.405
C 1.7564 3.3097 5.3182 -0.695
O 2.6717 2.6490 4.4927 -0.309
S 1.9721 1.4987 3.5497 0.706
O 2.1425 0.1379 4.0354 -0.599
O 2.1320 1.7209 2.1351 -0.442
O 0.4589 1.9104 4.0395 -0.161
H -0.3048 3.3468 5.2842 0.384
H 0.4016 1.8684 6.1070 0.289
H 2.0587 3.4311 6.3583 0.324
H 1.4893 4.1913 4.7354 0.425
C 2.8996 3.6688 -1.1728 -0.470
C 4.4940 3.5307 -1.4516 -0.357
O 4.7020 2.1316 -1.5855 -0.379
S 3.3015 1.3776 -2.1391 1.134
O 3.3285 -0.0085 -1.6181 -0.415
O 2.9372 1.6827 -3.5846 -0.547
O 2.3607 2.3356 -1.1794 -0.330
H 2.3505 4.0777 -2.0209 0.309
H 2.7685 4.0310 -0.1531 0.172
H 5.0868 3.9716 -0.6502 0.326
H 4.7850 3.9916 -2.3955 0.293
C 0.9449 -0.2088 -5.6585 0.693
Cl 0.9787 1.4038 -6.2650 -0.179
Cl 1.9338 -1.1389 -6.7733 -0.219
H 1.3527 -0.1958 -4.6477 -0.360
H -0.0664 -0.6151 -5.6402 0.040

---

No. 4
140
Properties=species:S:1:pos:R:3:mulliken_charge:R:1 method="wB97M-V/def2-TZVPD" energy_ha=-23944.826354 lumo_energy_ev=0.06
C -0.3434 0.8371 3.7774 -0.877
C 0.0800 1.1604 2.2270 0.331
O 0.6916 2.4802 2.0074 -0.469
C 1.4108 2.5260 0.7099 -0.402
P 0.2767 2.6317 -0.8230 -0.036
C -1.5072 3.2243 -0.3158 -0.007
C -0.0427 0.9007 -1.6121 0.701
F -0.3640 -0.1615 -0.6228 -0.258
F -1.2948 1.0727 -2.4399 -0.262
F 1.1289 0.4861 -2.4205 -0.211
H -0.8279 -0.2516 3.8170 0.005
H 0.5939 0.8788 4.5043 0.332
H -1.1157 1.6304 4.1652 0.179
H 0.7809 0.2616 1.8759 0.285
H -0.8941 1.1281 1.5386 -0.076
H 2.2024 1.6740 0.5718 0.453
H 2.0340 3.5440 0.7327 0.297
H -2.1504 2.2674 -0.1021 -0.016
H -1.4881 3.9987 0.5621 0.018
H -1.9559 3.7416 -1.2936 -0.005
C 4.0441 2.6803 -2.0039 -0.571
Cl 2.6208 2.8806 -0.9748 -0.009
Cl 4.4417 0.9707 -2.2138 -0.083
H 3.8401 3.1209 -2.9829 0.267
H 4.8929 3.1886 -1.5401 0.329
C -3.6256 6.7313 -0.8762 -0.172
Cl -3.5951 5.2262 -1.8028 -0.065
Cl -2.0224 7.1196 -0.2407 -0.164
H -3.9564 7.5437 -1.5278 0.342
H -4.3220 6.6211 -0.0414 0.073
C -6.4934 2.9525 0.0128 -0.609
Cl -6.4616 4.5230 0.8237 -0.099
Cl -4.9301 2.1376 0.1433 0.109
H -7.2602 2.3277 0.4773 0.264
H -6.7294 3.1022 -1.0435 0.391
C 5.8995 -2.1771 -4.0760 -0.285
Cl 5.8538 -2.0492 -2.3135 -0.119
Cl 5.8142 -3.8651 -4.5937 -0.108
H 5.0491 -1.6332 -4.4944 0.218
H 6.8324 -1.7400 -4.4403 0.300
C -6.7518 -0.9844 -1.1652 -0.368
Cl -6.2754 0.2353 -2.3528 -0.088
Cl -7.4911 -0.2349 0.2548 -0.117
H -7.4728 -1.6653 -1.6241 0.322
H -5.8654 -1.5417 -0.8525 0.270
C 3.5387 -3.7701 -7.9531 0.048
Cl 3.5197 -2.0144 -7.7485 -0.174
Cl 4.1783 -4.2189 -9.5388 -0.133
H 4.1688 -4.2119 -7.1773 -0.095
H 2.5184 -4.1501 -7.8605 0.319
C 6.1827 -8.1567 -4.9253 -0.324
Cl 7.2323 -7.0691 -4.0087 -0.129
Cl 5.2346 -7.2665 -6.1226 -0.120
H 6.8000 -8.8973 -5.4396 0.282
H 5.5015 -8.6596 -4.2346 0.293
C 5.8902 -4.1229 1.1834 -0.243
Cl 6.6926 -4.7230 2.6398 -0.165
Cl 5.3357 -2.4588 1.4025 -0.148
H 6.5954 -4.1561 0.3493 0.262
H 5.0291 -4.7589 0.9640 0.283
C 6.7583 -5.8335 -11.3451 0.114
Cl 6.4436 -5.7357 -13.0818 -0.164
Cl 7.6091 -7.3281 -10.9360 -0.181
H 7.3730 -4.9810 -11.0463 0.280
H 5.8064 -5.8079 -10.8091 -0.057
C 3.8745 -5.8358 4.8285 0.127
Cl 3.6272 -7.5857 4.8671 -0.162
Cl 3.6647 -5.1282 6.4348 -0.181
H 4.8881 -5.6273 4.4775 -0.039
H 3.1482 -5.3888 4.1453 0.257
C -0.5369 -3.1556 5.4132 -0.319
Cl -0.5051 -1.5851 6.2241 -0.135
Cl 1.0264 -3.9705 5.5437 -0.095
H -1.3037 -3.7804 5.8777 0.330
H -0.7729 -3.0058 4.3569 0.233
C 10.1089 -4.6619 -5.0650 0.154
Cl 10.0899 -2.9061 -4.8605 -0.164
Cl 10.7485 -5.1106 -6.6507 -0.155
H 10.7389 -5.1037 -4.2892 0.271
H 9.0885 -5.0419 -4.9725 -0.099
C 1.6997 -0.4135 -10.5180 0.342
Cl 1.6807 1.3422 -10.3135 -0.164
Cl 2.3393 -0.8623 -12.1037 -0.163
H 2.3297 -0.8553 -9.7422 -0.283
H 0.6794 -0.7935 -10.4255 0.287
C -1.6644 5.0890 3.5827 0.038
Cl -3.3471 4.8361 3.1034 -0.067
Cl -1.3677 4.4719 5.2125 -0.176
H -1.0117 4.5657 2.8798 -0.189
H -1.4458 6.1594 3.5624 0.369
C -8.2674 6.9214 3.7064 -0.381
Cl -8.2357 8.4919 4.5172 -0.175
Cl -6.7042 6.1065 3.8369 -0.045
H -9.0342 6.2966 4.1708 0.325
H -8.5034 7.0712 2.6500 0.283
C 6.2581 -0.6426 -11.7517 -0.333
Cl 6.2124 -0.5147 -9.9892 -0.122
Cl 6.1728 -2.3307 -12.2694 -0.084
H 5.4077 -0.0987 -12.1701 0.239
H 7.1910 -0.2055 -12.1160 0.315
C 0.6314 0.6666 -5.5674 0.126
Cl 1.9755 1.7981 -5.7622 -0.176
Cl 0.8037 -0.7185 -6.6522 -0.129
H 0.6136 0.3096 -4.5348 -0.138
H -0.3042 1.1829 -5.7955 0.304
C -6.5763 1.8756 -5.5676 -0.245
Cl -5.5267 2.9632 -4.6510 -0.088
Cl -7.5244 2.7658 -6.7649 -0.167
H -5.9590 1.1349 -6.0819 0.316
H -7.2575 1.3726 -4.8770 0.189
C -8.3686 6.5301 7.6762 0.560
Cl -9.7919 6.7305 8.7054 -0.175
Cl -7.9710 4.8206 7.4663 -0.154
H -8.5725 6.9708 6.6973 -0.229
H -7.5198 7.0385 8.1401 -0.007
C 6.9070 -9.5028 4.1826 0.041
Cl 8.2511 -8.3713 3.9878 -0.155
Cl 7.0793 -10.8879 3.0978 -0.164
H 6.8892 -9.8598 5.2152 0.269
H 5.9714 -8.9865 3.9545 0.007
C -4.7423 1.6862 3.7957 0.275
Cl -3.3491 0.6015 3.7099 -0.100
Cl -6.0663 1.1025 2.7803 -0.101
H -5.0863 1.7423 4.8313 0.403
H -4.4418 2.6791 3.4524 -0.462
C -7.0901 7.7096 11.7771 -0.241
Cl -7.1091 9.4654 11.9816 -0.155
Cl -6.4505 7.2609 10.1914 -0.153
H -6.4600 7.2678 12.5529 0.313
H -8.1104 7.3296 11.8697 0.234
C -9.0965 10.3318 15.3919 -0.211
Cl -9.1423 10.4596 17.1544 -0.155
Cl -9.1819 8.6437 14.8742 -0.144
H -9.9469 10.8756 14.9735 0.283
H -8.1636 10.7688 15.0276 0.228
C 1.3456 -10.6132 5.8600 0.056
Cl 2.7388 -11.6978 5.7742 -0.148
Cl 0.0216 -11.1969 4.8446 -0.157
H 1.0016 -10.5571 6.8957 0.271
H 1.6461 -9.6203 5.5167 -0.018

---

We obtain largest force on an atom values of 0.031 0.182 0.106 0.180 hartree/bohr for the records listed above, in that order.